Entry 1:
18
Properties=species:S:1:pos:R:3:forces:R:3 method="wB97M-V/def2-TZVPD" charge=0 fmax_ev_per_a=2.9 lumo_ev=0.782 gap_ev=11.11 e_homo_ha=-0.3794 relative_energy_kcal_mol=74.4
C 0.604123 2.050604 2.436633 0.20 -0.10 -0.51
C 1.405514 0.663144 -1.544698 0.55 1.66 2.37
H 0.938066 2.458894 3.317600 0.25 0.71 1.53
C -1.286526 1.856586 -0.877998 1.13 -2.14 0.58
H 0.859768 0.159376 -2.284602 -0.46 -0.30 -1.84
C -0.474955 -2.977984 0.739356 0.19 -0.45 -2.22
H -0.058575 -3.434029 1.580978 0.82 -0.66 1.22
H 1.577545 1.790277 -1.707589 0.16 -1.92 -0.40
H 2.302211 0.042520 -1.274168 -0.86 1.04 -0.15
H -0.242086 -3.588054 -0.180295 -0.45 0.18 0.96
C -2.311735 2.327118 -1.268735 -0.82 2.11 -0.82
Si 0.032851 0.710599 -0.251688 0.52 0.28 -0.41
O 1.261694 -1.306644 0.636954 0.80 0.12 0.58
H -2.943348 3.113292 -1.649395 -0.29 -0.70 0.16
C 0.145195 -1.679713 0.403899 -0.92 -0.26 -0.02
H -1.536395 -2.869006 0.839237 -0.48 -0.03 -0.05
C 0.431732 1.583756 1.352324 -0.61 -1.69 -1.50
O -0.705079 -0.900736 -0.267813 0.28 2.13 0.52

Entry 2:
54
Properties=species:S:1:pos:R:3:forces:R:3 method="wB97M-V/def2-TZVPD" charge=-1 fmax_ev_per_a=2.0 lumo_ev="2.376 / 2.398" spin_multiplicity=2 gap_ev="6.01 / 6.07" e_homo_ha="-0.1336 / -0.1349"
C -0.323485 -2.618972 -3.004927 -0.17 -0.07 0.11
F 1.930857 2.149123 -0.620435 -0.07 -0.03 0.00
C 1.412147 -1.107945 -3.659187 -0.21 -0.07 0.13
H -1.869917 5.041448 2.615780 -0.01 0.01 0.01
Mn -0.467754 0.335217 0.040129 0.02 0.54 -1.05
H -3.370744 4.453040 3.367159 0.01 0.01 0.00
C -1.637202 3.949446 -1.828181 0.02 -0.01 -0.01
C -2.162627 -1.047825 5.385790 -0.01 0.00 0.05
H 1.170097 -1.446238 5.853627 -0.01 0.00 -0.02
C -2.280829 4.375708 3.391789 0.04 -0.06 0.01
H -1.934348 4.739315 4.362586 0.00 0.00 0.00
H 0.076746 3.388513 2.490966 0.02 -0.02 -0.03
C 1.080736 -0.320230 -2.578423 0.40 0.16 -0.34
H 2.217103 -0.808635 -4.315257 0.01 -0.02 0.01
B 1.289708 1.406440 0.328923 0.26 -0.23 0.32
C -0.992088 2.793760 -1.414341 0.13 0.11 -0.12
H -3.092177 -0.915369 5.924493 0.00 0.00 -0.01
H -3.508209 4.465234 0.926834 -0.01 0.01 -0.03
H -2.202761 1.270635 2.146761 0.04 -0.03 -0.01
H -0.915042 -3.516764 -3.135047 0.02 0.00 -0.05
O -3.415180 -0.927049 3.404627 0.09 -0.03 0.01
H -0.175295 1.795128 3.230453 0.04 -0.04 -0.03
C -0.633369 -1.766839 -1.926192 0.29 0.65 -0.49
O 0.132177 -1.353512 1.146654 -0.30 0.12 0.28
F 2.037340 1.389011 1.464904 -0.10 0.11 -0.06
H -0.941087 -1.165936 7.132637 0.00 0.00 0.00
C 0.181507 -1.357240 3.952697 0.07 0.03 0.02
C -1.209090 2.202881 -0.163464 -0.24 -0.24 0.06
C -1.019884 -1.219666 3.262860 0.01 -0.01 -0.09
H 1.081043 -1.458309 3.359127 0.00 0.01 0.00
H -2.066711 -2.963193 -0.769226 0.04 0.02 0.09
C 0.225286 -1.344779 5.335125 0.06 -0.01 -0.01
N 0.110223 -0.621741 -1.715259 -0.84 -0.42 0.82
H -0.283953 2.331113 -2.097535 -0.06 0.04 0.01
H -3.254496 -0.921908 2.420774 -0.01 0.04 0.06
C -2.776639 4.007387 0.268061 0.01 0.06 -0.04
C -2.116280 2.854052 0.697259 -0.05 0.07 -0.05
C -2.211603 -1.062518 3.990870 -0.13 -0.01 -0.05
N -1.942445 -0.907430 -0.234888 2.03 -0.08 0.21
H 0.937183 -2.948439 -4.694976 -0.02 -0.02 -0.01
N -1.884144 2.992869 3.238999 -0.01 0.04 0.00
H 1.628592 0.593501 -2.369816 -0.07 -0.07 0.01
C -0.444277 2.849329 3.296875 0.02 0.02 0.00
H -3.074785 5.460389 -1.289276 0.00 0.00 0.00
C -1.650762 -1.980155 -0.968530 -0.68 0.09 0.62
H -1.436590 4.358980 -2.812491 -0.01 0.01 0.00
C -0.958462 -1.187375 6.049308 -0.05 0.01 -0.07
H -0.082695 3.235750 4.253383 0.01 -0.01 -0.01
C 0.692405 -2.298500 -3.864784 0.13 0.15 0.05
C -0.976025 -1.219839 1.774025 0.32 -0.32 -0.09
H -3.560573 2.370927 2.205957 -0.03 0.00 0.00
C -2.474788 2.321750 2.079137 0.01 0.05 -0.07
C -2.545764 4.566138 -0.981002 -0.03 -0.02 0.08
N -2.135619 -1.004913 1.153516 -0.99 -0.52 -0.24

Entry 3:
16
Properties=species:S:1:pos:R:3:forces:R:3 method="wB97M-V/def2-TZVPD" charge=0 fmax_ev_per_a=0.4 lumo_ev=0.620 gap_ev=8.17 e_homo_ha=-0.2776 relative_energy_kcal_mol=65.4
N 0.174021 0.836504 0.134282 0.16 -0.28 -0.08
C -0.999168 -0.601884 -1.370793 0.40 0.05 0.16
H 0.723849 -2.000425 -1.358989 -0.01 0.17 -0.09
H 3.021720 0.379580 -0.236647 -0.09 -0.08 0.06
C -1.143203 0.614211 -0.498253 -0.18 0.03 -0.03
C 0.965624 -0.182249 -0.184016 -0.16 0.29 0.10
C 0.280963 -1.060338 -1.043488 -0.07 -0.18 -0.12
H -1.462819 1.528128 -1.009958 0.12 -0.18 -0.03
H -2.126372 -0.881658 0.724690 -0.03 0.16 0.06
C -2.190593 0.196179 0.555048 -0.14 0.03 0.16
H -3.193755 0.421202 0.189975 0.12 -0.10 0.00
H 2.434331 -0.007986 1.390810 -0.06 -0.04 -0.19
H 0.461533 1.648628 0.654982 -0.03 -0.09 0.10
H -2.042608 0.705818 1.508871 0.00 0.12 -0.10
C 2.364931 -0.286959 0.333544 0.02 -0.06 -0.02
H 2.731540 -1.308746 0.209937 -0.04 0.17 0.02